(1)
{"formula": "C9H26B2BrN5O11", "method": "the ωB97M-V functional and the def2-TZVPD basis", "e_lumo_ev": -0.3, "e_tot_ha": -4083.1787, "homo_lumo_gap_ev": 9.1, "homo_ev": -9.4, "max_force_ev_per_a": 0.861, "charge": 0, "molar_mass_g_mol": 481.86, "smiles": "C[N+](=O)[O-].C[N+](=O)[O-].C[N+](=O)[O-].C[N+](=O)[O-].C[N+](=O)[O-].CB(O)BCCCBr", "multiplicity": 1, "species": ["C", "B", "O", "B", "C", "C", "C", "Br", "H", "H", "H", "H", "H", "H", "H", "H", "H", "H", "H", "C", "N", "O", "O", "H", "H", "H", "C", "N", "O", "O", "H", "H", "H", "C", "N", "O", "O", "H", "H", "H", "C", "N", "O", "O", "H", "H", "H", "C", "N", "O", "O", "H", "H", "H"], "xyz": [[2.53342, -1.16497, 0.20316], [1.50873, -0.87389, -0.94807], [1.73365, 0.14371, -1.84564], [0.10715, -1.87721, -1.03456], [-1.22268, -1.58963, -1.79642], [-2.46839, -1.93899, -0.94225], [-3.11443, -0.70411, -0.30595], [-3.16224, -0.84596, 1.63978], [2.86078, -2.19662, 0.03832], [1.98758, -1.18686, 1.15147], [3.38816, -0.49339, 0.24719], [2.03009, 0.93091, -1.36630], [0.11833, -2.91117, -0.42083], [-1.20065, -2.27984, -2.64978], [-1.28943, -0.57385, -2.18682], [-2.15173, -2.60884, -0.14668], [-3.22298, -2.46784, -1.52135], [-2.58306, 0.21853, -0.50636], [-4.15314, -0.62633, -0.60691], [4.17859, 1.07378, -3.90407], [5.57824, 0.85069, -4.36099], [6.45351, 1.53575, -3.87508], [5.75178, -0.01240, -5.19710], [4.17925, 1.86545, -3.16737], [3.59278, 1.34475, -4.77670], [3.81776, 0.14210, -3.48129], [-6.07453, -2.66508, 3.72422], [-6.23476, -3.32479, 2.39948], [-7.08304, -2.88870, 1.64990], [-5.50015, -4.25871, 2.15992], [-6.79381, -1.85835, 3.79115], [-6.24806, -3.41656, 4.48809], [-5.05757, -2.29121, 3.77875], [0.17126, 4.07590, -2.32081], [1.37485, 3.35627, -1.83342], [2.37872, 3.36235, -2.50881], [1.28404, 2.79518, -0.75371], [0.41645, 4.53690, -3.26962], [-0.62673, 3.34667, -2.41718], [-0.08159, 4.81720, -1.57081], [0.03767, 5.25719, 2.29082], [-0.46103, 5.57239, 0.92472], [-1.30509, 4.84575, 0.44311], [0.02789, 6.53067, 0.36187], [-0.48410, 4.37761, 2.64611], [1.10611, 5.08461, 2.20805], [-0.15916, 6.12477, 2.91285], [2.02958, -4.52810, 3.15174], [1.99575, -3.05248, 3.34839], [3.04574, -2.48351, 3.55591], [0.91057, -2.51327, 3.27993], [3.05805, -4.85669, 3.23281], [1.40348, -4.97075, 3.91999], [1.61837, -4.72907, 2.16713]], "atomic_forces_ev_per_a": [[-0.509, 0.192, -0.053], [0.243, -0.323, -0.036], [-0.805, 0.260, 0.163], [0.198, -0.128, -0.313], [-0.229, -0.009, 0.515], [0.226, 0.198, 0.005], [-0.167, -0.433, -0.025], [-0.008, 0.102, 0.176], [0.166, -0.021, 0.045], [0.198, 0.038, 0.178], [0.094, -0.015, 0.159], [0.634, -0.007, -0.195], [0.008, -0.052, -0.023], [0.134, 0.037, -0.139], [-0.026, -0.010, -0.228], [-0.138, -0.170, -0.018], [-0.032, 0.014, -0.073], [0.009, 0.045, -0.070], [-0.014, 0.251, 0.032], [0.053, 0.060, 0.090], [-0.004, -0.025, -0.025], [-0.007, 0.012, 0.017], [-0.013, -0.010, -0.012], [0.039, 0.021, -0.002], [-0.008, -0.056, -0.026], [-0.029, -0.032, -0.055], [-0.084, 0.120, 0.053], [0.016, 0.028, -0.010], [0.004, 0.009, -0.016], [0.014, -0.020, 0.015], [-0.022, -0.002, -0.041], [0.060, -0.051, -0.024], [0.057, -0.064, -0.020], [0.100, 0.128, -0.169], [0.052, 0.007, 0.190], [-0.062, 0.021, -0.146], [-0.064, 0.006, -0.011], [0.032, -0.041, -0.020], [-0.005, -0.021, 0.077], [-0.093, -0.009, 0.006], [-0.073, -0.044, 0.047], [0.048, -0.087, -0.010], [-0.075, -0.002, 0.058], [0.047, 0.002, -0.004], [-0.014, -0.009, -0.018], [0.018, 0.038, -0.008], [0.042, 0.029, -0.009], [0.068, -0.017, -0.010], [0.012, 0.069, -0.012], [0.031, -0.020, 0.015], [-0.030, -0.040, -0.013], [0.016, 0.018, 0.005], [-0.052, 0.008, -0.023], [-0.055, 0.006, 0.009]]}

=====

(2)
{"formula": "C14H24N2O2S", "method": "the ωB97M-V functional and the def2-TZVPD basis", "e_lumo_ev": 0.6, "e_tot_ha": -1206.0464, "homo_lumo_gap_ev": 9.4, "homo_ev": -8.8, "max_force_ev_per_a": 0.773, "charge": 0, "molar_mass_g_mol": 284.42, "smiles": "CSCC(=O)N1CCC(CCC(=O)NC2CC2)CC1", "multiplicity": 1, "e_above_lowest_kcal_mol": 25.6, "species": ["C", "H", "H", "H", "S", "C", "C", "O", "N", "C", "H", "C", "H", "H", "C", "C", "C", "C", "O", "N", "C", "C", "C", "H", "H", "H", "H", "H", "H", "H", "H", "H", "H", "C", "C", "H", "H", "H", "H", "H", "H", "H", "H"], "xyz": [[-2.74217, -2.65052, -0.79494], [-2.88810, -1.87879, -1.54532], [-1.93952, -3.31994, -1.08611], [-3.66001, -3.21170, -0.64108], [-2.25238, -1.86932, 0.76715], [-3.50023, -0.53520, 0.81736], [-3.14245, 0.46194, -0.26418], [-3.69275, 0.41212, -1.35335], [-2.16022, 1.34156, 0.01466], [-1.43294, 1.37260, 1.27091], [-0.94542, 0.40547, 1.44538], [-0.39025, 2.48481, 1.26477], [-0.89840, 3.44662, 1.18205], [0.13171, 2.47420, 2.22243], [0.62070, 2.32888, 0.11878], [1.73554, 1.35359, 0.51173], [2.82523, 1.24385, -0.55850], [3.91750, 0.29261, -0.10999], [5.00009, 0.67439, 0.28596], [3.63988, -1.03342, -0.16611], [2.42661, -1.68497, -0.53091], [2.35548, -3.17524, -0.42919], [1.57420, -2.32796, 0.53223], [0.49948, -2.28654, 0.44180], [1.92656, -2.27574, 1.55100], [1.82214, -3.71611, -1.19538], [3.22127, -3.69948, -0.05344], [1.92294, -1.21651, -1.36747], [4.37599, -1.62686, 0.19424], [2.40602, 0.90874, -1.50699], [3.28678, 2.22093, -0.70869], [1.30434, 0.36974, 0.70084], [2.20199, 1.69841, 1.43729], [-0.10822, 1.86515, -1.15531], [-1.60653, 2.13508, -1.06562], [-2.11660, 1.82733, -1.98087], [-1.80707, 3.19789, -0.90073], [0.29829, 2.36145, -2.03620], [0.02302, 0.78824, -1.28232], [1.07589, 3.30778, -0.06248], [-2.13266, 1.55064, 2.09547], [-4.47049, -0.98102, 0.60108], [-3.48711, -0.12579, 1.82334]], "atomic_forces_ev_per_a": [[-0.049, 0.240, 0.337], [-0.002, -0.056, -0.131], [0.057, -0.073, -0.039], [-0.035, -0.062, -0.114], [-0.115, -0.085, 0.035], [0.242, -0.342, -0.179], [-0.290, -0.140, 0.157], [-0.226, -0.144, -0.213], [0.123, 0.374, -0.028], [0.052, -0.062, 0.512], [-0.022, 0.072, 0.039], [-0.013, -0.061, -0.116], [-0.006, 0.025, 0.064], [-0.031, 0.045, 0.042], [0.079, -0.181, 0.191], [-0.017, 0.302, -0.188], [0.054, -0.037, 0.222], [-0.161, 0.203, -0.214], [0.252, 0.259, 0.151], [0.322, -0.691, 0.131], [-0.340, 0.071, 0.030], [0.060, 0.002, -0.106], [-0.198, 0.037, 0.000], [-0.067, 0.027, -0.094], [0.144, 0.064, 0.060], [-0.041, 0.011, -0.077], [0.122, 0.011, 0.064], [-0.063, -0.109, 0.018], [0.023, 0.186, -0.081], [-0.054, 0.009, -0.075], [0.044, -0.094, -0.040], [-0.060, -0.072, 0.075], [0.012, -0.050, 0.061], [-0.136, 0.294, 0.021], [0.101, -0.055, -0.498], [0.072, 0.133, 0.168], [-0.004, -0.018, -0.069], [0.044, -0.064, -0.070], [0.025, -0.097, -0.072], [-0.003, -0.016, 0.002], [0.119, -0.067, -0.025], [0.010, 0.207, 0.021], [-0.023, 0.003, 0.027]]}